Entry a
This record from the Open Molecules 2025 dataset describes a molecular structure, C2H2O3S. The level of theory is the ωB97M-V functional and the def2-TZVPD basis.

Multiplicity = 1
Lowest unoccupied orbital energy = 0.12 eV
Kohn-Sham gap = 11.61 eV

Last column: Mulliken charge in e.
Positions of all 8 atoms, in Å:
C (1.127, -0.561, 0.202)  -0.2584
C (1.166, 0.582, -0.150)  -0.2161
O (-1.197, 1.265, 0.614)  -0.4704
O (-1.301, -0.037, -1.452)  -0.4275
O (-1.185, -1.239, 0.745)  -0.4777
S (-1.106, -0.049, -0.026)  1.1171
H (0.852, -1.563, 0.055)  0.4056
H (1.644, 1.602, 0.012)  0.3274

---

Entry b
This record from the Open Molecules 2025 dataset describes a single C2H2O3S molecule. The level of theory is the ωB97M-V functional and the def2-TZVPD basis.

Multiplicity = 1
SMILES = O=C(O)C(O)=S
Lowest unoccupied orbital energy = -1.46 eV
Kohn-Sham gap = 8.65 eV

Last column: Mulliken charge in e.
Positions of all 8 atoms, in Å:
O (-2.155, 0.506, -0.209)  -0.4692
C (-1.130, -0.126, 0.001)  0.5792
O (-1.030, -1.516, 0.201)  -0.4337
C (0.299, 0.431, 0.125)  0.3646
O (0.369, 1.754, 0.079)  -0.3908
S (1.645, -0.507, -0.112)  -0.3523
H (-0.050, -1.808, 0.009)  0.3211
H (1.248, 2.135, 0.451)  0.3811

---

Stability ranking, top entry: entry b; the second entry is 84.9 kcal/mol less favorable.

---

Entry a
This record from the Open Molecules 2025 dataset describes 2 unconnected molecules or ions with the total composition C2H2O3S. The level of theory is the ωB97M-V functional and the def2-TZVPD basis.

Multiplicity = 1
Lowest unoccupied orbital energy = -0.40 eV
Kohn-Sham gap = 9.34 eV

Last column: Mulliken charge in e.
Positions of all 8 atoms, in Å:
C (-0.530, 0.183, -0.749)  0.7999
C (-1.013, 1.443, -0.444)  -0.9082
O (-0.016, -0.825, -0.996)  -0.4110
O (0.310, -1.505, 1.663)  -0.4291
O (2.395, -1.086, 0.685)  -0.3857
S (1.259, -1.901, 0.680)  0.7593
H (-0.719, 2.169, -1.116)  0.2630
H (-1.687, 1.522, 0.276)  0.3118

---

Entry b
This record from the Open Molecules 2025 dataset describes a single C2H2O3S molecule. The level of theory is the ωB97M-V functional and the def2-TZVPD basis.

Multiplicity = 1
SMILES = O=C(O)C(O)=S
Lowest unoccupied orbital energy = -0.69 eV
Kohn-Sham gap = 8.56 eV

Last column: Mulliken charge in e.
Positions of all 8 atoms, in Å:
O (0.684, 1.668, -0.357)  -0.4800
C (0.333, 0.587, 0.042)  0.6381
O (0.813, 0.102, 1.195)  -0.4930
C (-0.683, -0.267, -0.674)  0.2982
O (-0.680, -1.555, -0.487)  -0.4345
S (-1.767, 0.455, -1.614)  -0.2308
H (1.388, 0.740, 1.638)  0.3444
H (-0.089, -1.729, 0.257)  0.3577

---

Stability ranking, top entry: entry b; the second entry is 39.7 kcal/mol less favorable.

---

Entry a
This record from the Open Molecules 2025 dataset describes 6 unconnected molecules or ions with the total composition C8H24O5. The level of theory is the ωB97M-V functional and the def2-TZVPD basis.

Multiplicity = 1
SMILES = C=C(CC)/C(C)=C\C.O.O.O.O.O
Lowest unoccupied orbital energy = 0.36 eV
Kohn-Sham gap = 9.55 eV

Last column: Mulliken charge in e.
Positions of all 37 atoms, in Å:
C (-2.121, 1.366, -1.906)  -1.0370
C (-1.205, 0.460, -1.611)  0.1913
C (-0.081, 0.088, -2.525)  -0.3772
C (0.023, -1.422, -2.811)  -1.3169
C (-1.169, -0.164, -0.254)  1.7787
C (-2.251, -1.213, 0.013)  -1.4629
C (-0.327, 0.231, 0.702)  -0.9718
C (0.462, 1.513, 0.591)  -0.1054
H (-2.087, 1.958, -2.820)  0.3026
H (-2.960, 1.671, -1.288)  0.2527
H (-0.255, 0.579, -3.488)  0.4031
H (0.897, 0.494, -2.269)  0.2552
H (-0.673, -1.621, -3.631)  0.3637
H (-0.294, -2.095, -2.022)  0.3168
H (0.994, -1.642, -3.239)  0.3667
H (-3.089, -0.639, 0.407)  0.3178
H (-2.357, -1.830, -0.877)  0.4093
H (-1.932, -1.876, 0.821)  0.3387
H (-0.246, -0.385, 1.583)  0.0969
H (1.446, 1.275, 0.204)  -1.3267
H (0.514, 2.061, 1.520)  0.5439
H (-0.032, 2.166, -0.131)  0.4863
O (3.571, 0.821, -0.560)  -0.5736
H (3.140, 0.243, 0.084)  0.2448
H (2.980, 1.583, -0.498)  0.4543
O (-2.898, 1.735, 1.961)  -0.6397
H (-3.078, 2.363, 1.253)  0.3109
H (-1.952, 1.777, 2.131)  0.3198
O (3.083, 1.053, 2.348)  -0.6111
H (3.019, 1.789, 1.752)  0.3616
H (3.245, 0.130, 2.147)  0.3167
O (2.816, -2.039, 1.005)  -0.6637
H (2.048, -2.024, 1.594)  0.3402
H (2.496, -1.782, 0.126)  0.3126
O (-0.250, -1.937, 3.243)  -0.6310
H (-1.106, -1.879, 2.795)  0.3136
H (-0.370, -2.812, 3.652)  0.3187

---

Entry b
This record from the Open Molecules 2025 dataset describes 6 unconnected molecules or ions with the total composition C8H24O5. The level of theory is the ωB97M-V functional and the def2-TZVPD basis.

Multiplicity = 1
SMILES = C=C(C)C(=C)CCC.O.O.O.O.O
Lowest unoccupied orbital energy = 0.10 eV
Kohn-Sham gap = 9.33 eV

Last column: Mulliken charge in e.
Positions of all 37 atoms, in Å:
C (-1.529, -2.189, -0.336)  -1.2550
C (-0.381, -1.561, -0.608)  0.7352
C (0.461, -1.788, -1.817)  -1.3196
C (0.113, -0.380, 0.201)  0.6945
C (0.061, 0.872, -0.254)  -0.7432
C (0.639, -0.560, 1.604)  -0.5370
C (1.932, 0.160, 1.961)  -0.5653
C (3.004, 0.000, 0.854)  -1.1582
H (-1.930, -1.876, 0.622)  0.2028
H (-2.095, -2.939, -0.847)  0.4339
H (0.420, -0.840, -2.416)  0.2981
H (-0.032, -2.528, -2.437)  0.4345
H (1.473, -2.035, -1.546)  0.2768
H (-0.415, 1.094, -1.237)  0.3468
H (0.275, 1.814, 0.349)  0.0534
H (0.788, -1.648, 1.691)  0.5089
H (-0.140, -0.380, 2.361)  0.1158
H (2.388, -0.246, 2.899)  0.4017
H (1.704, 1.193, 2.056)  0.3790
H (3.643, -0.839, 1.082)  0.3598
H (3.606, 0.906, 0.907)  0.2849
H (2.775, -0.269, -0.159)  0.2757
O (-1.005, -2.945, 2.755)  -0.6739
H (-1.491, -2.352, 3.351)  0.3345
H (-1.337, -2.673, 1.884)  0.1466
O (-2.721, 0.601, -2.709)  -0.6100
H (-2.999, -0.264, -3.026)  0.2915
H (-3.364, 0.780, -2.011)  0.3136
O (-0.137, 3.539, -1.447)  -0.6707
H (-0.716, 3.550, -2.221)  0.3359
H (-0.743, 3.539, -0.694)  0.2976
O (-3.215, 0.691, 2.082)  -0.6590
H (-3.045, 1.590, 2.396)  0.3087
H (-2.333, 0.294, 2.135)  0.3480
O (2.202, 2.565, -2.803)  -0.6373
H (1.368, 2.930, -2.490)  0.3536
H (2.774, 2.194, -2.133)  0.2977

---

Stability ranking, top entry: entry a; the second entry is 5.9 kcal/mol less favorable.

---

Entry a
This record from the Open Molecules 2025 dataset describes 2 unconnected molecules or ions with the total composition C3H11NOS. The level of theory is the ωB97M-V functional and the def2-TZVPD basis.

Multiplicity = 2
Net charge = +1
Expectation value of S² = 0.753
Lowest unoccupied orbital energy (spin up / spin down) = -3.64 / -8.60 eV
Kohn-Sham gap (spin up / spin down) = 9.60 / 4.64 eV

Last column: Löwdin spin population.
Positions of all 17 atoms, in Å:
C (-0.494, -2.594, -0.396)  0.0850
S (-0.959, -1.758, -1.942)  0.7519
C (-1.820, -0.253, -1.229)  0.0704
H (0.610, -2.437, -0.105)  0.0341
H (-0.651, -3.716, -0.171)  0.0137
H (-1.005, -2.032, 0.437)  0.0012
H (-2.996, -0.329, -1.263)  0.0310
H (-1.572, -0.262, -0.164)  0.0019
H (-1.592, 0.730, -1.736)  0.0105
N (2.132, 0.894, 0.220)  0.0001
C (1.481, 1.799, 1.156)  0.0000
O (0.102, 1.942, 0.868)  0.0002
H (1.709, -0.093, 0.340)  0.0000
H (1.794, 1.243, -0.739)  0.0000
H (1.590, 1.485, 2.173)  0.0000
H (1.923, 2.681, 1.149)  0.0000
H (-0.250, 2.701, 1.401)  0.0000

---

Entry b
This record from the Open Molecules 2025 dataset describes 2 unconnected molecules or ions with the total composition C3H11NOS. The level of theory is the ωB97M-V functional and the def2-TZVPD basis.

Multiplicity = 2
Net charge = +1
Expectation value of S² = 0.758
Lowest unoccupied orbital energy (spin up / spin down) = -3.19 / -8.28 eV
Kohn-Sham gap (spin up / spin down) = 12.01 / 5.87 eV

Last column: Löwdin spin population.
Positions of all 17 atoms, in Å:
C (-1.493, 0.057, -1.042)  0.0261
N (-0.986, 0.947, 0.011)  0.3790
C (0.472, 0.842, 0.240)  0.0135
C (0.725, 0.530, 1.710)  0.0221
S (-0.639, -0.595, 2.371)  0.4892
H (-0.736, -0.163, -1.824)  0.0098
H (-2.310, 0.513, -1.520)  0.0007
H (-2.181, -0.819, -0.643)  0.0124
H (-1.148, 1.898, -0.216)  0.0095
H (1.103, 0.151, -0.376)  0.0030
H (0.846, 1.861, -0.043)  0.0016
H (1.652, 0.069, 1.858)  0.0051
H (0.888, 1.416, 2.410)  0.0014
H (-0.840, -1.561, 1.577)  0.0244
H (1.861, -2.192, -0.952)  0.0000
H (0.969, -1.428, -1.915)  0.0003
O (1.819, -1.527, -1.647)  0.0019

---

Stability ranking, top entry: entry a; the second entry is 4.4 kcal/mol less favorable.

---

Entry a
This record from the Open Molecules 2025 dataset describes 2 unconnected molecules or ions with the total composition C4H8N2O2S2. The level of theory is the ωB97M-V functional and the def2-TZVPD basis.

Multiplicity = 1
Lowest unoccupied orbital energy = 0.36 eV
Kohn-Sham gap = 8.40 eV

Last column: Mulliken charge in e.
Positions of all 18 atoms, in Å:
C (1.498, 1.022, -1.904)  0.3120
C (-0.232, 0.421, -0.417)  0.4006
C (-1.597, -0.190, -0.447)  -1.4042
C (0.582, -0.408, 1.535)  -0.6179
N (0.646, 0.059, -1.432)  -0.0869
N (1.148, 2.222, -1.342)  -0.1557
O (2.382, 0.844, -2.705)  -0.6150
O (0.424, 2.477, 1.136)  -0.5609
S (0.905, -2.090, 1.216)  -0.1754
S (-0.129, 2.237, -0.181)  0.4583
H (-2.098, 0.015, -1.396)  0.4033
H (-2.202, 0.209, 0.361)  0.3692
H (-1.525, -1.272, -0.329)  0.3265
H (-0.269, -0.256, 2.173)  0.3894
H (1.434, 0.222, 1.708)  0.3607
H (0.751, -0.902, -1.718)  0.2621
H (1.678, 3.043, -1.584)  0.2066
H (2.104, -1.930, 0.652)  0.1275

---

Entry b
This record from the Open Molecules 2025 dataset describes a molecular structure, C4H8N2O2S2. The level of theory is the ωB97M-V functional and the def2-TZVPD basis.

Multiplicity = 1
Lowest unoccupied orbital energy = -0.43 eV
Kohn-Sham gap = 8.37 eV

Last column: Mulliken charge in e.
Positions of all 18 atoms, in Å:
C (2.389, -0.718, 0.189)  0.4600
C (2.091, 0.668, -0.374)  -0.3218
C (-1.631, -0.021, 1.174)  -0.6000
C (-2.160, -0.785, -0.015)  0.6644
H (1.410, -2.658, 0.362)  0.2393
H (0.414, -1.217, -0.179)  0.0590
H (2.483, 1.460, 0.379)  0.3002
H (2.752, 0.576, -1.192)  0.2684
H (-1.060, -0.535, 2.057)  0.3167
H (-2.523, 0.364, 1.730)  0.2607
H (-3.647, -1.130, -1.255)  0.2864
H (-4.579, -0.339, 0.382)  0.3642
N (1.387, -1.602, 0.087)  -0.2170
N (-3.511, -0.802, -0.241)  -0.5596
O (3.516, -0.880, 0.656)  -0.6515
O (-1.234, -1.234, -0.975)  -0.6872
S (0.584, 1.199, -0.901)  -0.0901
S (-0.758, 1.448, 0.619)  -0.0923

---

Stability ranking, top entry: entry a; the second entry is 10.9 kcal/mol less favorable.